DFT (ωB97M-V/def2-TZVPD) results for a structure of composition CH2N2S at a distorted geometry.

Structure (XYZ):
```
6
Properties=species:S:1:pos:R:3:forces:R:3
C -1.08559 0.75806 -0.06400 3.19 -0.69 1.62
N -2.03459 1.32081 -0.38597 -0.39 0.00 -0.21
N 0.53171 -0.02584 0.64057 -4.72 2.48 1.11
S 1.21880 -0.88273 -0.47838 0.58 -3.57 -2.97
H 1.08116 0.81252 0.78269 -0.08 0.47 0.14
H 0.28851 -1.98282 -0.49491 1.42 1.32 0.31
```
Positions in Å, forces in eV/Å.

As for the HOMO energy: -9.68 eV. The value obtained for the energy above the lowest of the compared OMol25 structures with the same formula, charge and spin is 274.9 kJ/mol. The electronic energy comes out at -14880.732 eV.